[1]
Entry from the Open Molecules 2025 dataset: a cluster of 2 separate species, C2HBrO2 in total (ωB97M-V/def2-TZVPD).

The geometry in XYZ format:
```
6
Properties=species:S:1:pos:R:3:lowdin_charge:R:1
C -2.116 -0.533 0.575 -0.4634
C 1.901 0.572 -1.131 -0.4582
O -2.558 -1.462 0.106 0.2385
O -1.602 0.421 0.978 0.1092
Br 1.350 0.336 0.601 0.6623
H 3.025 0.667 -1.129 -0.0884
```

Total energy: -2801.19353 Eh
E_LUMO: -1.088 eV
Energy above the lowest of the compared OMol25 structures with the same formula, charge and spin: 111.7 kJ/mol
Frontier orbital gap: 7.97 eV
HOMO level: -9.06 eV


[2]
Entry from the Open Molecules 2025 dataset: a cluster of 2 separate species, C2HCl2F3N2 in total (ωB97M-V/def2-TZVPD).

The geometry in XYZ format:
```
10
Properties=species:S:1:pos:R:3:lowdin_charge:R:1
C 1.908 -0.423 0.423 -0.3024
C -2.261 0.003 -0.498 -1.0790
N 2.207 -0.984 1.447 0.0284
N 1.799 0.413 -0.405 0.2098
F -2.071 -0.722 -1.689 -0.0607
F 2.611 -2.238 1.595 -0.0318
F -0.425 2.499 -0.270 -0.6208
Cl -2.145 1.609 -0.565 1.0633
Cl -2.638 -0.987 0.858 0.7361
H 1.015 0.832 -0.896 0.0572
```

Total energy: -1406.02594 Eh
E_LUMO: -2.094 eV
Energy above the lowest of the compared OMol25 structures with the same formula, charge and spin: 0.0 kJ/mol
Frontier orbital gap: 7.71 eV
HOMO level: -9.81 eV


[3]
Entry from the Open Molecules 2025 dataset: a structure of composition C2HCl2O2P (ωB97M-V/def2-TZVPD).

The geometry in XYZ format:
```
8
Properties=species:S:1:pos:R:3:lowdin_charge:R:1
C -0.041 -0.580 0.740 -0.8650
C 0.493 0.297 -0.285 -0.5227
O -0.242 1.393 -0.373 -0.1025
O -1.446 1.269 0.375 -0.3738
P -1.666 -0.116 1.166 0.9224
Cl 0.641 -0.416 -2.425 0.2178
Cl 0.629 -2.123 1.336 0.5988
H 1.632 0.275 -0.534 0.1250
```

Total energy: -1488.79731 Eh
<S²>: 2.028
Multiplicity: 3
E_LUMO (alpha / beta): 0.011 / -3.759 eV
Frontier orbital gap (alpha / beta): 7.47 / 6.60 eV
HOMO level (alpha / beta): -7.46 / -10.36 eV


[4]
Entry from the Open Molecules 2025 dataset: a cluster of 2 separate species, C2HCl2O3 in total (ωB97M-V/def2-TZVPD).

The geometry in XYZ format:
```
8
Properties=species:S:1:pos:R:3:lowdin_charge:R:1
C -3.641 -0.444 -0.366 -0.6177
C -0.042 1.352 0.943 -0.9848
O -3.014 -1.295 -0.754 0.1718
O -4.305 0.375 0.031 0.1829
O 1.033 0.577 0.640 -0.2425
Cl -0.791 2.006 -0.777 0.1113
Cl -1.488 0.258 1.443 0.3565
H 0.676 -0.277 0.409 0.0227
```

Total energy: -1222.95002 Eh
Total charge: -1
E_LUMO: 3.444 eV
Energy above the lowest of the compared OMol25 structures with the same formula, charge and spin: 208.7 kJ/mol
Frontier orbital gap: 6.45 eV
HOMO level: -3.00 eV


[5]
Entry from the Open Molecules 2025 dataset: a cluster of 2 separate species, C2HCl3FN in total (ωB97M-V/def2-TZVPD).

The geometry in XYZ format:
```
8
Properties=species:S:1:pos:R:3:lowdin_charge:R:1
C -0.726 1.074 0.238 -0.2709
C 0.903 -1.112 -0.653 -1.6739
N -1.298 0.748 1.249 0.1414
F -0.416 2.195 -0.381 0.0725
Cl 0.746 -2.253 0.605 0.5664
Cl 0.091 -1.512 -2.123 0.5382
Cl 2.477 -0.452 -0.884 0.5467
H -1.777 1.311 1.948 0.0797
```

Total energy: -1611.85499 Eh
E_LUMO (alpha / beta): -0.592 / -0.781 eV
Energy above the lowest of the compared OMol25 structures with the same formula, charge and spin: 326.1 kJ/mol
Frontier orbital gap (alpha / beta): 8.11 / 8.38 eV
HOMO level (alpha / beta): -8.70 / -9.16 eV


[6]
Entry from the Open Molecules 2025 dataset: a structure of composition C2HClF2O2 (ωB97M-V/def2-TZVPD).

The geometry in XYZ format:
```
8
Properties=species:S:1:pos:R:3:lowdin_charge:R:1
C -0.225 0.586 -0.054 -0.2273
C -0.936 -0.645 0.376 -0.5917
O -0.379 1.629 -0.577 0.1897
O 2.149 0.322 0.307 -0.1413
F -2.213 -0.184 0.530 0.0126
F 2.750 0.798 -0.766 -0.1529
Cl -0.466 -1.456 -1.153 0.7734
H -0.680 -1.051 1.338 0.1374
```

Total energy: -886.94096 Eh
E_LUMO (alpha / beta): -0.560 / -1.033 eV
Energy above the lowest of the compared OMol25 structures with the same formula, charge and spin: 748.9 kJ/mol
Frontier orbital gap (alpha / beta): 9.47 / 7.65 eV
HOMO level (alpha / beta): -10.03 / -8.68 eV


[7]
Entry from the Open Molecules 2025 dataset: the molecule C2HClFNO3 (ωB97M-V/def2-TZVPD).

The geometry in XYZ format:
```
9
Properties=species:S:1:pos:R:3:lowdin_charge:R:1
O -0.152 1.019 -1.440 0.1045
C 0.104 -0.120 -1.677 -0.4560
F 0.508 -0.656 -3.063 -0.0046
O -0.035 -0.885 -0.675 0.0766
N -0.111 -0.699 0.949 -0.1684
O -0.556 -1.549 1.741 0.0654
C 0.021 0.616 1.134 -0.4556
Cl 0.364 1.023 2.743 0.7662
H -0.143 1.252 0.288 0.0719
```

Total energy: -917.12748 Eh
Structure (SMILES): O=C(F)O/[N+]([O-])=C/Cl
E_LUMO (alpha / beta): -1.691 / -1.692 eV
Energy above the lowest of the compared OMol25 structures with the same formula, charge and spin: 264.1 kJ/mol
Frontier orbital gap (alpha / beta): 8.76 / 8.76 eV
HOMO level (alpha / beta): -10.45 / -10.45 eV


[8]
Entry from the Open Molecules 2025 dataset: the ion C2HClFO3 with charge -1 (ωB97M-V/def2-TZVPD).

The geometry in XYZ format:
```
8
Properties=species:S:1:pos:R:3:lowdin_charge:R:1
O -1.613 -0.881 -0.419 0.1317
C -1.152 0.215 -0.412 -0.6426
F -1.916 1.264 -1.028 -0.0213
O -0.114 0.829 -0.076 0.0130
C 0.940 -0.094 0.642 -0.7251
O 0.315 -0.945 1.346 -0.1475
Cl 1.794 -0.964 -0.869 0.3332
H 1.747 0.576 0.816 0.0586
```

Total energy: -862.66645 Eh
Total charge: -1
Structure (SMILES): O=C(F)O[C@@H]([O-])Cl
E_LUMO: 4.033 eV
Energy above the lowest of the compared OMol25 structures with the same formula, charge and spin: 33.5 kJ/mol
Frontier orbital gap: 9.04 eV
HOMO level: -5.01 eV


[9]
Entry from the Open Molecules 2025 dataset: a cluster of 2 separate species, C2HClN2O in total (ωB97M-V/def2-TZVPD).

The geometry in XYZ format:
```
7
Properties=species:S:1:pos:R:3:lowdin_charge:R:1
C -0.252 1.095 0.336 -0.4050
C -0.655 -0.181 -0.014 -0.6143
N -0.037 2.178 0.675 0.1671
N 1.239 -1.129 0.423 0.1062
O 2.067 -1.062 -0.412 0.0408
Cl -1.060 -0.219 -1.720 0.6193
H -1.302 -0.681 0.713 0.0859
```

Total energy: -721.60544 Eh
E_LUMO (alpha / beta): -1.202 / -1.443 eV
Energy above the lowest of the compared OMol25 structures with the same formula, charge and spin: 388.8 kJ/mol
Frontier orbital gap (alpha / beta): 7.96 / 8.02 eV
HOMO level (alpha / beta): -9.16 / -9.46 eV


[10]
Entry from the Open Molecules 2025 dataset: the molecule C2HClN2O (ωB97M-V/def2-TZVPD).

The geometry in XYZ format:
```
7
Properties=species:S:1:pos:R:3:lowdin_charge:R:1
N 0.541 -2.358 -0.064 0.1859
C 0.539 -1.218 -0.020 -0.2678
C 0.197 0.196 -0.080 -0.5645
Cl -1.174 0.303 -1.462 0.4991
N -0.091 0.914 1.100 -0.0407
O -1.101 1.563 1.193 0.0470
H 1.090 0.600 -0.666 0.1410
```

Total energy: -721.62177 Eh
Structure (SMILES): N#C[C@@H](Cl)N=O
E_LUMO: -1.553 eV
Energy above the lowest of the compared OMol25 structures with the same formula, charge and spin: 346.0 kJ/mol
Frontier orbital gap: 9.19 eV
HOMO level: -10.75 eV


[11]
Entry from the Open Molecules 2025 dataset: the molecule C2HClN2O (ωB97M-V/def2-TZVPD).

The geometry in XYZ format:
```
7
Properties=species:S:1:pos:R:3:lowdin_charge:R:1
N -2.951 0.979 0.090 0.1604
C -1.788 0.864 0.071 -0.2991
N -0.482 0.644 -0.050 0.1639
C 0.362 -0.342 -0.051 -0.3240
O 1.548 -0.631 0.152 -0.2858
Cl 3.536 -0.180 0.069 0.3651
H -0.224 -1.333 -0.281 0.2195
```

Total energy: -721.56446 Eh
Structure (SMILES): N#C/N=C/OCl
E_LUMO (alpha / beta): -4.358 / -2.699 eV
Energy above the lowest of the compared OMol25 structures with the same formula, charge and spin: 496.4 kJ/mol
Frontier orbital gap (alpha / beta): 5.81 / 8.47 eV
HOMO level (alpha / beta): -10.17 / -11.17 eV


[12]
Entry from the Open Molecules 2025 dataset: the molecule C2HClN2O2 (ωB97M-V/def2-TZVPD).

The geometry in XYZ format:
```
8
Properties=species:S:1:pos:R:3:lowdin_charge:R:1
O 0.352 1.740 1.940 0.0208
N 0.632 0.676 1.328 -0.4445
O 1.135 -0.286 1.862 0.0690
C 0.269 0.636 -0.011 -0.0760
C -0.298 -0.416 -0.707 -0.1028
N -0.840 -1.271 -1.361 -0.2538
Cl -1.312 -2.707 -2.404 0.6147
H 0.062 1.628 -0.648 0.1725
```

Total energy: -796.73611 Eh
Structure (SMILES): O=[N+]([O-])C=C=NCl
E_LUMO (alpha / beta): -2.601 / -2.601 eV
Energy above the lowest of the compared OMol25 structures with the same formula, charge and spin: 682.3 kJ/mol
Frontier orbital gap (alpha / beta): 6.80 / 6.80 eV
HOMO level (alpha / beta): -9.40 / -9.40 eV


[13]
Entry from the Open Molecules 2025 dataset: the molecule C2HClN2OS (ωB97M-V/def2-TZVPD).

The geometry in XYZ format:
```
8
Properties=species:S:1:pos:R:3:lowdin_charge:R:1
S 1.863 -1.129 -0.053 0.8897
C 0.820 0.186 0.191 -0.7270
N 1.060 1.490 0.119 0.1000
O -0.213 2.148 -0.100 -0.0874
N -1.182 1.400 -0.062 0.0119
C -0.638 0.126 0.029 -0.6338
Cl -1.834 -1.229 0.008 0.5870
H 2.844 -0.322 -0.201 -0.1403
```

Total energy: -1119.81279 Eh
Structure (SMILES): Sc1nonc1Cl
E_LUMO: 0.223 eV
Energy above the lowest of the compared OMol25 structures with the same formula, charge and spin: 274.6 kJ/mol
Frontier orbital gap: 10.17 eV
HOMO level: -9.95 eV


[14]
Entry from the Open Molecules 2025 dataset: a structure of composition C2HCsFO2 (ωB97M-V/def2-TZVPD).

The geometry in XYZ format:
```
7
Properties=species:S:1:pos:R:3:lowdin_charge:R:1
F 1.774 1.634 1.134 0.0496
O 2.289 -0.330 1.703 0.0842
C 1.320 0.474 1.546 -0.2089
Cs -2.596 -0.270 1.276 0.9011
O -2.868 -0.579 -2.729 -0.0068
C -2.798 -0.528 -3.855 0.0336
H 2.880 -0.400 0.925 0.1472
```

Total energy: -347.00994 Eh
Total charge: +1
E_LUMO: -3.699 eV
Energy above the lowest of the compared OMol25 structures with the same formula, charge and spin: 0.0 kJ/mol
Frontier orbital gap: 9.96 eV
HOMO level: -13.66 eV


[15]
Entry from the Open Molecules 2025 dataset: a cluster of 2 separate species, C2HF2N in total (ωB97M-V/def2-TZVPD).

The geometry in XYZ format:
```
6
Properties=species:S:1:pos:R:3:lowdin_charge:R:1
C 0.714 1.967 0.823 -0.1674
C 0.049 0.465 -0.561 -0.2006
N 1.059 2.612 1.673 -0.0011
F -1.023 0.948 -1.222 0.1059
F 1.066 0.375 -1.360 0.1294
H 0.044 -0.216 0.293 0.1338
```

Total energy: -331.17887 Eh
E_LUMO: -0.608 eV
Energy above the lowest of the compared OMol25 structures with the same formula, charge and spin: 232.0 kJ/mol
Frontier orbital gap: 11.12 eV
HOMO level: -11.73 eV


[16]
Entry from the Open Molecules 2025 dataset: the molecule C2HF3 (ωB97M-V/def2-TZVPD).

The geometry in XYZ format:
```
6
Properties=species:S:1:pos:R:3:lowdin_charge:R:1
F 1.630 -0.585 -1.025 -0.0357
C 0.411 0.093 -0.541 0.0404
C -0.292 -0.025 0.500 -0.3550
F -1.466 0.501 0.577 0.1527
F -0.406 -0.861 1.583 0.1005
H 0.124 0.878 -1.095 0.0971
```

Total energy: -376.31111 Eh
Structure (SMILES): FC=C(F)F
E_LUMO: 0.647 eV
Energy above the lowest of the compared OMol25 structures with the same formula, charge and spin: 130.5 kJ/mol
Frontier orbital gap: 11.60 eV
HOMO level: -10.95 eV


[17]
Entry from the Open Molecules 2025 dataset: the molecule C2HF3N2 (ωB97M-V/def2-TZVPD).

The geometry in XYZ format:
```
8
Properties=species:S:1:pos:R:3:lowdin_charge:R:1
N -0.966 -1.378 -1.673 0.2207
C -0.517 -0.460 -0.972 -0.1161
N -0.307 0.600 -0.226 0.1903
C 0.414 0.765 0.912 -0.6761
F 0.944 -0.319 1.537 0.1103
F 1.471 1.571 0.655 0.1054
F -0.187 1.420 1.974 0.0890
H -0.851 -2.199 -2.206 0.0766
```

Total energy: -485.88987 Eh
Structure (SMILES): N=C=NC(F)(F)F
E_LUMO: 0.439 eV
Energy above the lowest of the compared OMol25 structures with the same formula, charge and spin: 45.8 kJ/mol
Frontier orbital gap: 11.50 eV
HOMO level: -11.07 eV


[18]
Entry from the Open Molecules 2025 dataset: the molecule C2HF3S (ωB97M-V/def2-TZVPD).

The geometry in XYZ format:
```
7
Properties=species:S:1:pos:R:3:lowdin_charge:R:1
F -0.975 -0.496 -0.929 0.2139
C -0.582 0.321 -0.085 -0.9328
F -0.411 1.537 -0.460 0.1696
F -1.453 0.335 0.889 0.1702
C 0.720 -0.418 0.251 -0.5220
S 2.121 0.366 -0.012 0.7514
H 0.580 -1.645 0.346 0.1497
```

Total energy: -774.53327 Eh
Structure (SMILES): FC(F)(F)C=S
E_LUMO: -0.864 eV
Energy above the lowest of the compared OMol25 structures with the same formula, charge and spin: 116.0 kJ/mol
Frontier orbital gap: 8.53 eV
HOMO level: -9.40 eV


[19]
Entry from the Open Molecules 2025 dataset: the molecule C2HF5 (ωB97M-V/def2-TZVPD).

The geometry in XYZ format:
```
8
Properties=species:S:1:pos:R:3:lowdin_charge:R:1
F 1.281 -1.169 0.224 0.0593
C 0.721 0.034 -0.228 -0.2859
F 1.379 1.089 0.250 0.1211
C -0.740 0.004 0.168 -0.5157
F -0.813 -0.099 1.527 0.1439
F -1.302 1.181 -0.231 0.1462
F -1.302 -1.106 -0.375 0.1531
H 0.777 0.067 -1.336 0.1781
```

Total energy: -576.14570 Eh
Structure (SMILES): FC(F)C(F)(F)F
E_LUMO: 0.897 eV
Energy above the lowest of the compared OMol25 structures with the same formula, charge and spin: 23.0 kJ/mol
Frontier orbital gap: 13.97 eV
HOMO level: -13.08 eV


[20]
Entry from the Open Molecules 2025 dataset: a structure of composition C2HF6NO2S2 (ωB97M-V/def2-TZVPD).

The geometry in XYZ format:
```
14
Properties=species:S:1:pos:R:3:lowdin_charge:R:1
C -0.997 3.230 -1.028 -0.6950
C -1.335 -0.056 1.220 -0.7357
N 0.359 1.013 -1.829 -0.3920
O -1.848 0.590 -1.170 -0.5593
O -0.278 -1.575 -0.788 -0.3630
F -0.076 2.962 -0.092 0.0884
F -2.240 3.378 -0.526 0.1075
F -0.626 4.248 -1.830 0.1183
F -0.815 -0.646 2.297 0.1402
F -2.487 -0.516 0.926 0.2106
F -1.416 1.234 1.509 0.1372
S -1.049 1.594 -2.043 0.9152
S -0.148 -0.262 -0.341 0.8921
H 1.238 -0.277 0.416 0.1356
```

Total energy: -1677.40657 Eh
E_LUMO (alpha / beta): -1.555 / -1.555 eV
Energy above the lowest of the compared OMol25 structures with the same formula, charge and spin: 225.6 kJ/mol
Frontier orbital gap (alpha / beta): 8.34 / 8.34 eV
HOMO level (alpha / beta): -9.89 / -9.89 eV